1.
Formula: C24H39CuN5O2Te
Source: the Open Molecules 2025 dataset
Level of theory: the ωB97M-V functional and the def2-TZVPD basis

Each line ends with the Mulliken spin population.
Geometry (Å):
1 Cu 0.349 0.356 1.425  -0.001
2 C 0.740 -1.557 1.311  0.001
3 C 1.485 -1.600 0.071  0.000
4 C 0.563 -1.914 -0.968  0.000
5 C -0.618 -2.292 -0.290  0.000
6 C -0.594 -2.096 1.064  -0.001
7 C -1.586 -2.522 2.077  0.000
8 C -1.541 -4.069 2.168  0.000
9 C -3.005 -2.120 1.536  -0.001
10 C -1.252 -1.832 3.438  0.000
11 C 0.611 -1.709 -2.504  0.000
12 C 1.175 -3.018 -3.137  0.000
13 C -0.846 -1.497 -3.028  0.000
14 C 1.401 -0.496 -2.937  0.000
15 C 2.998 -1.448 0.050  0.000
16 C 3.534 -1.665 1.516  0.000
17 C 3.226 0.017 -0.331  0.000
18 C 3.642 -2.569 -0.871  0.000
19 H 1.234 -1.686 2.273  0.000
20 H -1.433 -2.808 -0.752  0.000
21 H -1.788 -4.571 1.257  0.000
22 H -2.221 -4.465 2.972  0.000
23 H -0.625 -4.500 2.503  0.000
24 H -3.224 -2.747 0.601  0.000
25 H -3.047 -1.075 1.255  0.001
26 H -3.813 -2.274 2.254  0.000
27 H -0.191 -2.105 3.636  0.000
28 H -1.751 -2.201 4.348  0.000
29 H -1.304 -0.731 3.463  0.000
30 H 0.790 -3.870 -2.531  0.000
31 H 2.227 -3.021 -3.157  0.000
32 H 0.831 -3.020 -4.187  0.000
33 H -1.460 -2.367 -2.826  0.000
34 H -0.708 -1.268 -4.119  0.000
35 H -1.408 -0.659 -2.575  0.000
36 H 2.498 -0.665 -2.849  0.000
37 H 1.139 0.372 -2.307  0.000
38 H 1.277 -0.237 -3.998  0.000
39 H 3.062 -0.994 2.243  0.000
40 H 4.600 -1.466 1.597  0.000
41 H 3.245 -2.665 1.919  0.000
42 H 4.252 0.311 -0.111  0.000
43 H 2.508 0.628 0.250  0.000
44 H 2.984 0.284 -1.380  0.000
45 H 3.342 -3.486 -0.364  0.000
46 H 4.740 -2.523 -0.909  0.000
47 H 3.246 -2.441 -1.855  0.000
48 N -0.892 1.991 0.643  0.007
49 N -0.610 3.050 1.527  -0.005
50 C -0.058 2.797 2.748  0.000
51 N -0.142 3.771 3.692  0.000
52 N 0.579 1.609 2.918  0.000
53 N 1.316 1.287 4.115  0.000
54 O 1.098 1.945 5.124  0.000
55 O 1.981 0.242 4.082  0.000
56 H -0.570 2.343 -0.299  0.001
57 H -1.906 1.792 0.551  -0.011
58 H -1.180 3.860 1.473  0.010
59 H -0.907 4.474 3.606  0.001
60 H -0.029 3.432 4.627  0.000
61 Te -4.217 3.837 0.017  1.018
62 C -3.105 4.315 -1.673  -0.026
63 C -2.312 3.355 -2.226  -0.033
64 C -1.368 3.777 -3.199  -0.023
65 C -1.363 5.055 -3.751  0.061
66 C -2.325 5.952 -3.313  -0.029
67 C -3.168 5.572 -2.261  0.012
68 H -2.290 2.295 -1.865  0.018
69 H -0.683 2.985 -3.636  -0.001
70 H -0.597 5.271 -4.530  0.003
71 H -2.592 6.966 -3.658  -0.001
72 H -3.944 6.311 -1.952  0.000

Output
- 2S+1: 2
- DFT total energy: -88991.96380 eV
- Total charge: 0
- Orbital gap (spin up / spin down): 5.46 / 2.85 eV
- Maximum force: 2.91 eV/Å

2.
Formula: C24H39F7NO10S3
Source: the Open Molecules 2025 dataset
Level of theory: the ωB97M-V functional and the def2-TZVPD basis

Each line ends with the Mulliken charge.
Geometry (Å):
1 C -3.177 4.368 3.031  -0.186
2 C -2.842 3.680 2.088  -2.059
3 C -2.417 2.986 0.863  2.139
4 C -2.998 3.790 -0.327  -1.517
5 C -2.452 3.405 -1.725  0.381
6 C -1.486 4.418 -2.365  -0.747
7 C -1.308 4.046 -3.879  -0.951
8 C 0.072 3.472 -4.221  -0.992
9 C 0.534 2.342 -3.278  0.865
10 C 1.370 1.223 -3.981  -0.676
11 C 2.817 1.127 -3.467  -0.980
12 C 3.105 -0.136 -2.653  -0.233
13 O 3.050 -1.292 -3.472  -0.390
14 C 2.276 -2.348 -2.936  -0.263
15 O -0.997 3.311 0.794  -0.406
16 S -0.131 1.959 0.656  0.968
17 O 0.390 1.753 1.962  -0.698
18 O 0.907 1.964 -0.300  -0.456
19 O -1.362 1.025 0.238  0.066
20 C -2.583 1.421 0.843  0.894
21 C -3.874 1.040 0.065  -1.420
22 C -3.679 0.496 -1.353  -0.136
23 F -4.525 -0.617 -1.485  -0.430
24 O -2.788 0.912 2.123  -0.574
25 C -2.001 -0.252 2.454  -1.176
26 C -2.337 -1.520 1.644  2.003
27 C -3.325 -2.383 2.478  -1.983
28 C -1.113 -2.434 1.329  0.139
29 C -1.593 -3.407 0.198  -1.562
30 C 0.095 -1.700 0.749  -1.118
31 H -3.336 4.952 3.900  0.603
32 H -4.087 3.738 -0.361  0.392
33 H -2.777 4.841 -0.131  0.730
34 H -3.316 3.324 -2.388  0.575
35 H -1.965 2.427 -1.739  -0.761
36 H -0.531 4.509 -1.847  0.312
37 H -1.999 5.386 -2.370  0.489
38 H -2.108 3.351 -4.155  0.396
39 H -1.477 4.949 -4.474  0.365
40 H 0.054 3.085 -5.245  0.431
41 H 0.799 4.288 -4.175  0.227
42 H 1.230 2.796 -2.577  0.316
43 H -0.281 1.861 -2.740  -0.811
44 H 0.849 0.263 -3.970  0.408
45 H 1.428 1.507 -5.039  0.340
46 H 3.113 1.966 -2.830  0.448
47 H 3.510 1.134 -4.314  0.396
48 H 2.488 -0.187 -1.750  0.112
49 H 4.144 -0.040 -2.302  0.324
50 H 1.563 -2.035 -2.170  -0.113
51 H 2.895 -3.175 -2.575  0.311
52 H 1.684 -2.766 -3.763  0.267
53 H -4.620 1.829 0.100  0.531
54 H -4.318 0.224 0.630  0.734
55 H -4.011 1.187 -2.127  0.222
56 H -2.674 0.134 -1.568  0.198
57 H -2.249 -0.472 3.494  0.524
58 H -0.938 -0.023 2.483  0.412
59 H -2.835 -1.342 0.688  -0.508
60 H -4.209 -1.811 2.770  0.426
61 H -3.667 -3.235 1.889  0.403
62 H -2.772 -2.758 3.341  0.465
63 H -0.848 -3.086 2.164  0.488
64 H -2.127 -4.275 0.581  0.402
65 H -2.168 -2.865 -0.559  0.248
66 H -0.689 -3.735 -0.324  0.489
67 H -0.106 -1.179 -0.193  -0.283
68 H 0.869 -2.441 0.536  0.737
69 H 0.565 -0.996 1.442  0.235
70 C 4.923 -1.214 2.784  0.605
71 F 4.446 -0.123 2.180  -0.210
72 F 5.914 -1.698 2.021  -0.243
73 F 5.478 -0.826 3.941  -0.243
74 S 3.600 -2.459 3.050  1.134
75 O 3.142 -2.785 1.726  -0.592
76 O 2.643 -1.795 3.888  -0.677
77 N 4.509 -3.547 3.756  -0.414
78 S 3.783 -4.880 4.216  1.036
79 O 3.344 -5.750 3.162  -0.651
80 O 2.891 -4.754 5.333  -0.652
81 C 5.274 -5.701 4.904  0.623
82 F 5.821 -4.987 5.898  -0.239
83 F 6.226 -5.865 3.974  -0.240
84 F 4.980 -6.910 5.393  -0.219

Output
- DFT total energy: -99010.97945 eV
- Total charge: -1
- Orbital gap: 8.46 eV
- Maximum force: 3.06 eV/Å

3.
Formula: C24H39F9IN2O28S8
Source: the Open Molecules 2025 dataset
Level of theory: the ωB97M-V functional and the def2-TZVPD basis

Each line ends with the Mulliken charge.
Geometry (Å):
1 F -3.567 1.658 1.225  -0.208
2 C -2.708 0.576 1.106  0.935
3 F -2.925 -0.177 2.270  -0.363
4 C -3.111 -0.404 -0.069  -0.853
5 C -4.375 -1.277 0.260  -1.185
6 C -5.719 -0.479 0.396  -0.729
7 C -6.143 0.334 -0.903  -0.734
8 C -6.148 1.858 -0.529  0.841
9 C -5.275 2.832 -1.208  -0.334
10 C -5.368 4.235 -0.704  -0.300
11 N -6.163 4.643 0.284  -0.859
12 N -6.935 3.732 0.812  0.374
13 C -7.036 2.405 0.535  -0.114
14 I -8.447 1.216 1.628  0.235
15 C -1.180 0.948 1.138  0.405
16 F -0.870 1.270 2.446  -0.267
17 F -0.361 -0.106 0.842  -0.212
18 S -0.648 2.415 0.097  1.278
19 F -1.406 3.493 1.028  -0.322
20 F 0.729 2.540 0.990  -0.352
21 F 0.205 1.384 -0.882  -0.329
22 F -1.884 2.277 -0.958  -0.246
23 F -0.090 3.655 -0.798  -0.304
24 H -2.274 -1.116 -0.289  0.647
25 H -3.293 0.188 -1.000  0.187
26 H -4.507 -1.991 -0.596  0.600
27 H -4.278 -1.900 1.175  0.390
28 H -5.662 0.227 1.264  0.644
29 H -6.557 -1.199 0.612  0.482
30 H -5.330 0.229 -1.673  0.314
31 H -7.122 0.018 -1.346  0.386
32 H -4.599 2.539 -2.037  0.382
33 H -4.713 4.986 -1.197  0.456
34 H -7.549 4.059 1.571  0.262
35 C 3.411 3.319 -0.637  -0.204
36 C 3.464 4.018 -1.980  -0.270
37 O 4.422 5.066 -1.810  -0.343
38 S 5.553 4.584 -0.761  1.212
39 O 6.672 4.103 -1.500  -0.560
40 O 5.670 5.568 0.258  -0.570
41 O 4.761 3.312 -0.165  -0.342
42 H 2.803 3.880 0.076  0.203
43 H 3.030 2.302 -0.717  0.241
44 H 2.499 4.423 -2.278  0.367
45 H 3.832 3.347 -2.762  0.221
46 C -4.295 -6.515 2.285  -0.362
47 C -3.597 -5.327 2.912  -0.214
48 O -3.364 -4.425 1.822  -0.314
49 S -4.558 -4.574 0.745  1.208
50 O -5.513 -3.539 0.991  -0.547
51 O -3.984 -4.801 -0.533  -0.556
52 O -5.171 -5.958 1.296  -0.353
53 H -3.583 -7.170 1.778  0.307
54 H -4.860 -7.092 3.012  0.313
55 H -2.662 -5.602 3.393  0.324
56 H -4.245 -4.826 3.635  0.193
57 C 9.251 7.092 0.418  -0.291
58 C 8.241 6.816 1.514  -0.118
59 O 9.020 6.684 2.706  -0.328
60 S 10.313 7.647 2.603  1.094
61 O 10.029 8.857 3.295  -0.539
62 O 11.473 6.870 2.863  -0.521
63 O 10.230 7.943 1.017  -0.331
64 H 9.749 6.172 0.098  0.331
65 H 8.800 7.578 -0.446  0.292
66 H 7.665 5.914 1.330  0.154
67 H 7.560 7.661 1.646  0.276
68 C -5.467 -5.889 6.553  -0.309
69 C -5.568 -7.072 7.496  -0.357
70 O -4.740 -8.080 6.910  -0.310
71 S -3.507 -7.377 6.145  1.103
72 O -2.378 -7.391 7.005  -0.541
73 O -3.465 -7.873 4.808  -0.533
74 O -4.104 -5.874 6.118  -0.262
75 H -6.104 -6.028 5.675  0.253
76 H -5.722 -4.949 7.039  0.342
77 H -6.590 -7.429 7.607  0.311
78 H -5.160 -6.829 8.481  0.306
79 C -0.746 -0.656 -4.245  -0.140
80 C 0.311 -1.622 -3.746  -0.457
81 O -0.364 -2.432 -2.775  -0.164
82 S -1.909 -2.603 -3.209  0.793
83 O -2.054 -3.843 -3.882  -0.597
84 O -2.727 -2.228 -2.101  -0.246
85 O -1.954 -1.422 -4.309  -0.347
86 H -0.899 0.163 -3.536  0.015
87 H -0.503 -0.247 -5.224  0.362
88 H 1.162 -1.112 -3.299  0.398
89 H 0.660 -2.276 -4.548  0.316
90 C 7.332 3.553 -5.398  -0.351
91 C 6.160 4.454 -5.063  0.109
92 O 5.175 4.167 -6.059  -0.312
93 S 5.295 2.614 -6.486  1.067
94 O 4.320 1.873 -5.755  -0.507
95 O 5.407 2.545 -7.900  -0.530
96 O 6.741 2.324 -5.833  -0.328
97 H 7.921 3.960 -6.223  0.304
98 H 7.980 3.383 -4.540  0.327
99 H 6.428 5.508 -5.080  0.340
100 H 5.736 4.203 -4.088  -0.135
101 C 1.708 -3.988 -0.363  -0.018
102 C 1.589 -5.168 0.583  -0.270
103 O 2.414 -6.182 0.008  -0.345
104 S 3.662 -5.487 -0.749  1.098
105 O 4.784 -5.503 0.122  -0.529
106 O 3.714 -5.986 -2.078  -0.527
107 O 3.072 -3.981 -0.784  -0.294
108 H 1.079 -4.125 -1.247  0.091
109 H 1.453 -3.045 0.120  0.193
110 H 0.563 -5.519 0.684  0.263
111 H 1.989 -4.925 1.571  0.336

Output
- DFT total energy: -205053.62460 eV
- Total charge: +1
- Orbital gap: 7.03 eV
- Maximum force: 4.04 eV/Å

| no. | molar mass (Da) |
| --- | --- |
| 1 | 620.75 |
| 2 | 730.76 |
| 3 | 1357.98 |